# 1
Here is a single C2H6N2O molecule in a non-equilibrium geometry from the Open Molecules 2025 dataset. Energies are from wB97M-V/def2-TZVPD.

LUMO energy	0.951	eV
HOMO energy	-0.3405	hartree
orbital gap	10.2	eV

CARTESIAN COORDINATES (ANGSTROEM)
H -1.188 1.865 0.082
N -0.320 1.362 -0.036
C -0.474 0.102 -0.024
N -1.650 -0.595 0.041
O 0.563 -0.761 -0.033
C 1.844 -0.059 0.025
H -1.663 -1.582 -0.132
H -2.525 -0.099 0.089
H 1.891 0.710 -0.751
H 1.914 0.424 1.029
H 2.630 -0.861 -0.094

=====

# 2
Here is C3H2CoFO3 as an isolated structure in a non-equilibrium geometry from the Open Molecules 2025 dataset. Energies are from wB97M-V/def2-TZVPD.

LUMO energy (spin up / spin down)	-11.313 / -11.318	eV
total charge	+2
HOMO energy (spin up / spin down)	-0.6064 / -0.8027	hartree
spin multiplicity	5
orbital gap (spin up / spin down)	5.2 / 10.5	eV

CARTESIAN COORDINATES (ANGSTROEM)
C 0.995 -0.585 -0.410
C -0.003 -0.068 -1.376
O -1.049 0.277 -0.521
C -0.641 0.319 0.737
O 0.714 -0.126 0.759
O -1.197 0.732 1.689
Co -1.147 1.272 3.603
F 1.835 -1.510 -0.470
H 0.315 0.760 -2.029
H 0.176 -1.072 -1.982

=====

# 3
Here is a single C22H23NO5 molecule in a non-equilibrium geometry from the Open Molecules 2025 dataset. Energies are from wB97M-V/def2-TZVPD.

LUMO energy	0.641	eV
HOMO energy	-0.2975	hartree
orbital gap	8.7	eV

CARTESIAN COORDINATES (ANGSTROEM)
C -3.724 -0.952 -3.241
C -2.550 -0.019 -3.207
O -1.663 -0.358 -2.090
C -0.473 0.216 -2.280
O -0.156 0.753 -3.337
N 0.471 0.200 -1.237
C 1.757 0.182 -1.911
C 2.146 -1.202 -2.420
O 2.397 1.190 -2.090
C 0.373 -0.387 0.092
C -0.899 0.091 0.792
C -0.893 0.964 1.902
C -2.047 1.529 2.407
C -3.252 1.212 1.772
C -3.292 0.276 0.714
C -2.133 -0.402 0.357
C -4.703 0.194 0.222
C -5.460 1.152 1.161
O -4.469 1.728 2.101
C 1.708 -0.045 0.731
C 1.989 1.281 1.107
C 3.156 1.641 1.764
C 4.106 0.634 1.974
C 3.910 -0.673 1.483
C 2.688 -1.031 0.915
C 5.131 -1.470 1.801
C 5.975 -0.490 2.625
O 5.257 0.792 2.687
H -4.469 -0.530 -3.923
H -3.420 -1.922 -3.655
H -4.219 -1.119 -2.276
H -1.952 -0.090 -4.118
H -2.823 1.038 -3.052
H 1.278 -1.884 -2.338
H 2.459 -1.133 -3.473
H 2.994 -1.608 -1.845
H 0.313 -1.483 -0.001
H 0.045 1.216 2.390
H -2.042 2.196 3.263
H -2.204 -1.312 -0.238
H -5.095 -0.832 0.282
H -4.791 0.527 -0.827
H -5.927 1.983 0.609
H -6.237 0.626 1.740
H 1.247 2.047 0.887
H 3.348 2.652 2.117
H 2.512 -2.065 0.595
H 4.890 -2.382 2.355
H 5.667 -1.784 0.894
H 6.952 -0.306 2.166
H 6.122 -0.840 3.654

=====

# 4
Here is a 9-piece molecular cluster, C56H53Br2F11NO overall from the Open Molecules 2025 dataset. Energies are from wB97M-V/def2-TZVPD.

LUMO energy	-2.443	eV
total charge	+1
HOMO energy	-0.3648	hartree
orbital gap	7.5	eV

CARTESIAN COORDINATES (ANGSTROEM)
F -4.386 -5.414 2.044
C -4.504 -5.650 0.721
F -5.778 -6.110 0.529
Br -3.254 -6.978 0.199
C -4.326 -4.299 -0.010
F -3.013 -3.972 0.098
Br -4.707 -4.541 -1.898
C -5.135 -3.159 0.612
C -6.543 -3.458 1.131
C -7.551 -3.876 0.062
C -8.408 -2.729 -0.486
O -9.682 -3.201 -0.892
C -9.626 -4.447 -1.553
C -9.243 -5.547 -0.545
N -8.534 -4.885 0.598
H -4.527 -2.809 1.448
H -5.165 -2.351 -0.121
H -6.901 -2.553 1.627
H -6.489 -4.223 1.909
H -7.056 -4.400 -0.754
H -7.880 -2.230 -1.306
H -8.605 -1.996 0.298
H -8.930 -4.424 -2.398
H -10.624 -4.635 -1.942
H -8.552 -6.268 -0.982
H -10.104 -6.070 -0.135
H -8.049 -5.577 1.170
H -9.224 -4.413 1.189
F -10.530 -5.121 2.539
C -10.946 -6.114 3.400
C -11.268 -7.342 2.869
C -11.680 -8.336 3.747
C -11.757 -8.080 5.108
C -11.427 -6.825 5.601
C -11.013 -5.817 4.741
H -11.219 -7.516 1.802
H -11.945 -9.311 3.361
H -12.081 -8.858 5.786
H -11.493 -6.623 6.662
H -10.757 -4.829 5.098
F 2.073 -8.006 3.571
C 1.824 -6.979 2.737
C 0.552 -6.844 2.215
C 0.303 -5.783 1.356
C 1.310 -4.883 1.039
C 2.576 -5.040 1.586
C 2.847 -6.098 2.442
H -0.215 -7.559 2.482
H -0.686 -5.652 0.938
H 1.108 -4.054 0.374
H 3.354 -4.326 1.352
H 3.823 -6.240 2.885
F 2.873 1.267 2.438
C 2.838 0.064 3.053
C 1.852 -0.825 2.674
C 1.802 -2.060 3.303
C 2.727 -2.385 4.287
C 3.708 -1.469 4.643
C 3.773 -0.227 4.023
H 1.144 -0.544 1.906
H 1.042 -2.774 3.013
H 2.686 -3.353 4.769
H 4.439 -1.721 5.399
H 4.535 0.497 4.280
F 2.449 5.059 -4.066
C 2.565 4.386 -2.897
C 2.724 3.016 -2.938
C 2.807 2.332 -1.733
C 2.739 3.015 -0.525
C 2.591 4.395 -0.522
C 2.497 5.097 -1.716
H 2.766 2.507 -3.891
H 2.925 1.256 -1.741
H 2.781 2.468 0.406
H 2.536 4.932 0.416
H 2.368 6.171 -1.738
F 6.854 -1.015 4.895
C 7.638 -1.084 3.794
C 7.063 -1.483 2.604
C 7.871 -1.549 1.478
C 9.217 -1.220 1.556
C 9.762 -0.821 2.769
C 8.971 -0.749 3.907
H 6.010 -1.728 2.573
H 7.442 -1.858 0.533
H 9.840 -1.273 0.674
H 10.811 -0.563 2.833
H 9.370 -0.440 4.863
F 4.318 11.471 -4.485
C 4.560 10.376 -3.735
C 3.985 9.177 -4.108
C 4.245 8.055 -3.333
C 5.063 8.144 -2.215
C 5.627 9.364 -1.867
C 5.378 10.496 -2.630
H 3.351 9.134 -4.983
H 3.810 7.105 -3.615
H 5.272 7.261 -1.624
H 6.279 9.433 -1.006
H 5.820 11.453 -2.389
F 8.534 7.685 -2.074
C 9.058 8.620 -2.897
C 8.345 8.992 -4.018
C 8.889 9.957 -4.853
C 10.120 10.528 -4.561
C 10.813 10.132 -3.426
C 10.284 9.169 -2.578
H 7.384 8.538 -4.220
H 8.341 10.267 -5.733
H 10.538 11.281 -5.216
H 11.774 10.574 -3.194
H 10.804 8.844 -1.687
F -2.908 0.879 -2.418
C -2.498 1.849 -3.273
C -3.294 2.150 -4.359
C -2.866 3.140 -5.233
C -1.668 3.805 -5.011
C -0.892 3.479 -3.906
C -1.303 2.492 -3.022
H -4.223 1.618 -4.510
H -3.475 3.392 -6.091
H -1.338 4.575 -5.695
H 0.041 3.996 -3.730
H -0.713 2.224 -2.156

=====

# 5
Here is C46H42F2InN5O2PS4Sb as an isolated structure in a non-equilibrium geometry from the Open Molecules 2025 dataset. Energies are from wB97M-V/def2-TZVPD.

LUMO energy (spin up / spin down)	1.925 / 0.478	eV
total charge	-1
HOMO energy (spin up / spin down)	-0.1621 / -0.1617	hartree
spin multiplicity	2
orbital gap (spin up / spin down)	6.3 / 4.9	eV

CARTESIAN COORDINATES (ANGSTROEM)
In -0.145 1.415 -2.975
F 4.744 -0.293 -4.182
C 4.050 0.862 -3.961
C 2.644 0.758 -3.964
C 1.917 1.781 -3.457
C 2.505 3.078 -3.166
C 3.881 3.144 -3.389
F 4.493 4.292 -3.080
C 4.706 2.074 -3.785
C 1.709 4.079 -2.460
C 2.278 5.256 -1.812
C 1.464 6.049 -1.000
C 0.119 5.582 -0.751
C -0.352 4.466 -1.396
N 0.450 3.664 -2.178
H 2.162 -0.135 -4.288
H 5.827 2.141 -3.801
H 3.381 5.415 -1.858
H 1.864 6.948 -0.569
H -0.496 6.073 -0.020
H -1.389 4.171 -1.354
C 4.353 -1.663 -1.172
C 3.434 -2.543 -0.387
N 2.423 -3.197 -1.253
C 2.866 -4.332 -2.138
C 2.043 -5.621 -1.960
C 1.269 -2.605 -1.638
S 0.535 -1.551 -0.468
N 0.742 -2.890 -2.792
C -0.031 -2.132 -3.561
O 0.013 -0.873 -3.688
C -0.803 -2.920 -4.557
C -1.766 -2.220 -5.400
C -2.276 -2.825 -6.505
C -1.893 -4.140 -6.819
C -1.084 -4.843 -5.966
C -0.596 -4.280 -4.775
H 4.915 -0.987 -0.458
H 3.701 -1.004 -1.776
H 5.123 -2.187 -1.776
H 2.809 -2.005 0.320
H 3.923 -3.369 0.122
H 3.929 -4.528 -1.951
H 2.850 -3.943 -3.189
H 1.914 -5.892 -0.865
H 2.402 -6.475 -2.519
H 0.988 -5.348 -2.323
H -2.039 -1.220 -5.058
H -3.051 -2.366 -7.106
H -2.270 -4.602 -7.752
H -0.770 -5.856 -6.245
H -0.097 -4.855 -4.003
S -4.760 -0.744 -3.361
Sb -3.747 1.321 -2.654
S -2.102 1.730 -4.495
S -1.868 0.954 -1.026
O 0.873 1.655 2.705
P 0.121 2.101 3.902
C -1.374 1.158 4.232
C -1.573 0.017 3.415
C -2.752 -0.714 3.528
C -3.798 -0.200 4.342
C -3.630 0.976 5.089
C -2.396 1.590 5.073
C 1.148 2.073 5.377
C 0.618 2.451 6.593
C 1.494 2.560 7.693
C 2.832 2.154 7.606
C 3.335 1.720 6.374
C 2.513 1.673 5.232
C -0.622 3.764 3.709
C -0.044 4.904 4.228
C -0.533 6.165 3.815
C -1.792 6.246 3.201
C -2.336 5.122 2.642
C -1.718 3.883 2.848
H -0.676 -0.380 2.894
H -2.821 -1.624 2.999
H -4.737 -0.712 4.329
H -4.396 1.418 5.697
H -2.277 2.481 5.660
H -0.409 2.737 6.704
H 1.089 2.892 8.617
H 3.430 2.242 8.510
H 4.354 1.335 6.328
H 2.908 1.293 4.293
H 0.754 4.818 4.922
H 0.028 7.083 3.963
H -2.315 7.175 3.159
H -3.203 5.168 2.039
H -2.105 2.982 2.392
N -1.366 -4.092 0.244
C -2.698 -4.225 0.043
C -3.369 -5.418 0.516
C -4.731 -5.583 0.243
C -5.395 -4.643 -0.599
C -4.648 -3.553 -1.023
N -3.353 -3.344 -0.725
H -0.790 -4.742 0.722
H -0.946 -3.230 -0.141
H -2.822 -6.207 1.064
H -5.259 -6.430 0.688
H -6.445 -4.838 -0.928
H -5.054 -2.710 -1.578